# 1
120
Properties=species:S:1:pos:R:3:forces:R:3 method="wB97M-V/def2-TZVPD" fmax_ev_per_a=4.272 homo_ev=-10.33 total_charge=+1 orbital_gap_ev=7.297
C 2.425003 -2.879346 1.510283 -1.3 0.7 -0.6
C 1.322378 -2.074422 0.681105 0.6 0.7 1.3
C 1.957179 -0.941521 -0.227946 -0.5 -1.0 0.3
C 2.491314 0.296803 0.569577 2.3 0.5 -3.5
C 3.368570 1.054058 -0.537932 -0.5 -0.4 -2.4
N 3.087876 2.536064 -0.465089 0.3 0.6 4.2
C 2.174247 2.661789 0.629386 0.1 -3.5 -1.6
N 1.890552 3.718322 1.368215 0.0 0.4 0.0
N 1.587854 1.415329 0.896492 0.3 0.4 0.6
C 0.135135 1.258304 0.632053 -1.4 1.4 0.2
C -0.319905 1.643609 -0.833404 -1.0 -0.4 0.1
C -1.854065 2.091642 -0.761588 -0.1 -1.1 -0.5
C -2.767881 0.815609 -0.607590 -1.4 -1.3 0.1
C -2.972057 0.192039 0.703788 -0.4 -0.6 -1.1
C -3.786500 -1.001788 0.943570 0.5 1.3 -2.1
C -4.479087 -1.589401 -0.205070 1.6 2.0 0.3
C -4.296366 -0.968940 -1.517382 0.6 0.4 0.6
C -3.456227 0.208454 -1.764981 0.1 -0.7 2.6
O 0.388401 -2.912254 0.002739 1.1 0.3 -0.3
C 0.957796 -3.618827 -1.101190 -1.1 -0.9 -1.5
C 0.696289 -2.938020 -2.493318 0.5 1.0 -1.3
C 1.903017 -2.522039 -3.243766 -1.6 0.4 -0.7
C 1.841103 -1.838866 -4.533751 -2.8 -0.8 1.7
C 0.488503 -1.569594 -5.067950 0.8 -0.9 1.6
C -0.716597 -2.001266 -4.340167 1.5 -0.1 0.7
C -0.651779 -2.685707 -3.033704 2.6 0.8 -1.4
H 1.866933 -3.721487 2.004536 0.8 0.7 -0.3
H 3.233076 -3.267235 0.835352 -0.5 0.4 0.8
H 2.799213 -2.153093 2.284932 0.0 -1.1 -0.8
H 0.724246 -1.528645 1.473578 0.3 -0.8 -0.9
H 1.203911 -0.684409 -1.022938 0.8 0.1 0.8
H 2.841357 -1.370892 -0.789135 -0.8 0.5 0.7
H 3.278060 -0.017672 1.302148 -1.5 0.4 0.4
H 4.465990 0.827635 -0.579670 -1.0 0.4 0.5
H 3.002611 0.822236 -1.581603 0.3 -0.3 1.2
H 3.947480 2.997345 -0.123713 -0.4 0.3 -0.9
H 1.697333 3.537325 2.357574 -0.5 0.1 -0.8
H 1.917599 4.697242 1.045687 0.2 -0.4 0.0
H -0.275667 0.248550 0.870141 0.9 0.7 0.0
H -0.395525 1.977669 1.327327 0.6 -0.8 -0.6
H 0.316759 2.419809 -1.333468 -0.5 -0.5 0.7
H -0.327157 0.735285 -1.504318 0.3 0.9 0.7
H -2.058849 2.805127 0.079164 0.4 -0.6 -0.6
H -2.117708 2.599230 -1.725397 0.2 -0.4 0.8
H -2.447507 0.647757 1.579815 -0.6 -0.4 -0.8
H -3.840332 -1.395541 1.991659 -0.2 0.2 -1.3
H -5.124520 -2.475606 -0.020513 0.6 0.8 -0.5
H -4.816237 -1.419197 -2.404785 0.5 0.5 1.0
H -3.325667 0.644464 -2.789804 -0.3 -0.6 1.1
H 2.050768 -3.850117 -1.011963 -0.8 0.4 0.2
H 0.423902 -4.616012 -1.142597 0.6 1.0 0.2
H 2.914662 -2.714347 -2.792108 -1.2 0.1 -0.5
H 2.780758 -1.532836 -5.041731 -1.0 -0.2 0.3
H 0.432663 -1.022796 -6.042370 -0.3 -0.7 1.0
H -1.712496 -1.763485 -4.796176 1.1 -0.3 0.5
H -1.569371 -2.984091 -2.468567 1.0 0.3 -0.6
C 4.961107 -1.666693 4.356202 0.0 -0.1 0.1
O 3.795063 -1.553157 4.004719 0.1 0.2 0.1
N 6.002464 -1.217465 3.603563 0.1 0.3 -0.3
N 5.315598 -2.252698 5.528984 -0.2 -0.2 0.3
H 6.964586 -1.302353 3.874315 0.0 0.0 0.0
H 5.779977 -0.779578 2.727996 0.1 -0.1 0.1
H 4.572769 -2.597565 6.112079 0.1 0.0 -0.1
H 6.264488 -2.356954 5.836753 0.0 0.0 0.0
C 1.260511 -0.226710 -8.964366 -0.1 0.2 0.0
O 0.098511 -0.597907 -8.938595 0.1 -0.1 0.1
N 1.629622 1.050927 -8.681164 -0.3 0.2 0.1
N 2.292765 -1.062174 -9.279704 0.2 -0.5 -0.1
H 2.578629 1.373543 -8.697455 0.0 0.0 0.0
H 0.896455 1.701498 -8.442662 0.2 0.0 0.1
H 2.060761 -2.015930 -9.495825 0.0 0.1 0.0
H 3.253491 -0.776785 -9.306323 -0.1 0.0 0.0
C -5.576003 -2.064109 4.581091 -0.2 -0.4 0.0
O -4.902034 -2.350937 3.597315 0.1 0.1 0.0
N -6.368163 -2.960946 5.212441 0.3 0.2 -0.3
N -5.583671 -0.813040 5.122403 0.2 0.5 0.0
H -6.926753 -2.746920 6.017336 0.0 -0.2 0.0
H -6.389521 -3.894216 4.842501 -0.1 0.1 0.1
H -5.007884 -0.118593 4.680842 -0.1 -0.1 0.1
H -6.126799 -0.556609 5.925470 0.0 -0.1 0.0
C -4.164731 6.477186 0.713488 -0.2 0.2 0.0
O -4.876745 7.422285 0.995907 0.1 0.0 0.0
N -4.631256 5.199114 0.645155 -0.3 -0.3 0.1
N -2.834440 6.615571 0.440157 0.5 0.2 0.0
H -4.060654 4.407343 0.414074 0.0 0.0 0.0
H -5.607046 5.056051 0.839642 0.1 0.0 0.0
H -2.452983 7.544344 0.480116 0.0 -0.1 0.0
H -2.230306 5.850890 0.204896 -0.1 0.0 0.0
C 5.851071 -5.746967 0.552701 0.1 0.1 -0.1
O 6.283595 -4.723251 0.047452 -0.1 0.0 0.0
N 4.532117 -6.081140 0.513134 -0.4 0.1 -0.1
N 6.649092 -6.640537 1.198368 0.4 -0.1 0.2
H 4.153295 -6.915417 0.921141 0.0 0.0 0.0
H 3.914208 -5.443217 0.043927 0.0 -0.1 0.0
H 7.629866 -6.427002 1.247242 -0.1 0.0 0.0
H 6.313409 -7.486553 1.619552 0.0 0.0 0.0
C -8.479740 -5.226588 7.349528 -0.1 -0.1 0.1
O -8.011040 -4.197433 6.883513 -0.2 -0.2 0.2
N -9.796324 -5.543524 7.242679 -0.3 0.2 -0.2
N -7.722529 -6.139397 8.013290 0.4 -0.1 0.1
H -10.201038 -6.381335 7.617026 0.0 0.0 0.0
H -10.387193 -4.890808 6.757541 0.0 -0.1 0.1
H -6.742702 -5.937841 8.111701 -0.1 0.0 0.0
H -8.086315 -6.988962 8.402829 0.0 0.1 0.0
C 0.980216 4.360712 -6.523209 -0.1 0.0 -0.2
O 0.563816 3.389740 -7.132207 0.0 0.0 0.0
N 1.044227 5.600710 -7.077151 0.0 0.2 -0.3
N 1.416874 4.284803 -5.234748 0.1 -0.3 0.5
H 1.382853 6.411635 -6.593970 0.0 0.0 0.0
H 0.729835 5.694828 -8.027492 0.0 0.0 0.1
H 1.383843 3.382739 -4.792801 0.0 0.1 -0.1
H 1.762793 5.069860 -4.715445 0.0 0.0 -0.1
C 2.443882 7.471527 1.780551 -0.1 0.4 0.0
O 1.831507 7.035506 0.811008 0.0 -0.6 0.1
N 2.275063 8.732709 2.242275 -0.2 0.2 -0.2
N 3.343343 6.721421 2.471176 0.2 -0.5 0.1
H 2.765494 9.108554 3.032708 0.0 0.0 0.0
H 1.616427 9.315833 1.754421 0.1 0.0 0.1
H 3.493348 5.782156 2.152123 0.2 0.1 0.1
H 3.856936 7.052750 3.267187 0.0 0.0 0.0

---

# 2
107
Properties=species:S:1:pos:R:3:forces:R:3 method="wB97M-V/def2-TZVPD" fmax_ev_per_a=1.183 homo_ev=-8.66 orbital_gap_ev=8.287
O 1.442180 -2.641003 0.959218 -0.4 -0.3 0.4
C 1.967084 -2.241414 -0.030877 0.3 0.0 -0.2
O 3.060732 -2.857713 -0.552045 0.0 0.2 0.5
C 1.467190 -1.050946 -0.823663 -0.4 -0.2 0.2
C -0.035669 -0.907674 -0.770636 -0.2 -0.2 0.1
C -0.605305 0.363775 -0.654369 -0.3 0.0 0.1
C -1.984172 0.559508 -0.587334 0.1 -0.4 -0.1
C -2.781664 -0.572054 -0.630587 0.6 0.2 -0.3
C -2.225460 -1.830738 -0.771135 0.2 0.1 0.0
C -0.859327 -2.037042 -0.840520 -0.2 0.4 -0.1
C -3.335975 -2.811779 -0.803959 -0.1 0.0 -0.3
O -3.270309 -3.995475 -0.947746 0.0 -0.4 0.2
N -4.563197 -2.087168 -0.675041 1.0 0.0 0.7
C -4.249866 -0.707131 -0.542745 -0.2 -0.2 0.1
O -5.055771 0.163370 -0.387302 -0.3 0.3 0.2
H 3.834216 -2.262187 -0.544382 0.3 -0.3 -0.5
H 1.804276 -1.159762 -1.850339 0.1 0.2 -0.1
H 1.916452 -0.176830 -0.357008 0.2 0.2 -0.2
H 0.044348 1.225351 -0.597855 0.1 0.1 0.0
H -2.429406 1.538147 -0.500363 0.0 0.1 0.0
H -0.466194 -3.036496 -0.941202 0.1 -0.1 0.0
H -5.088404 -2.467926 0.105547 -0.7 0.0 -0.5
C 7.817740 -2.424173 -0.928254 0.0 -0.1 0.1
C 6.871288 -2.805269 -2.062342 0.2 0.2 0.2
C 7.391281 -2.446362 -3.459770 -0.1 -0.1 -0.1
O 7.307487 -1.074164 -3.788674 0.1 0.0 0.1
C 8.356993 -0.266145 -3.284461 -0.1 0.1 0.0
N 5.552932 -2.212273 -1.806054 -0.2 0.2 -0.1
H 7.787984 -1.356478 -0.712349 0.0 0.0 -0.1
H 7.534546 -2.944442 -0.013367 0.0 0.0 0.0
H 8.847211 -2.697036 -1.165775 0.0 0.0 0.0
H 6.756211 -3.892325 -2.037987 0.0 0.0 -0.1
H 6.764922 -2.957685 -4.195671 0.0 0.0 0.0
H 8.416784 -2.810336 -3.601580 0.0 0.0 0.1
H 9.308255 -0.805533 -3.265271 0.0 0.0 0.0
H 8.122316 0.111790 -2.286023 0.1 0.0 0.0
H 8.458854 0.591959 -3.949157 0.0 0.0 0.0
H 4.895498 -2.557298 -2.501534 0.0 -0.1 0.0
H 5.627224 -1.216969 -2.008851 0.1 0.0 0.0
C -10.280056 1.634149 -0.124423 0.0 -0.1 -0.3
C -9.060831 0.739876 -0.332744 -0.2 0.1 0.3
C -9.389344 -0.758600 -0.394876 0.2 0.0 -0.2
O -9.672950 -1.360255 0.855092 -0.1 0.0 0.0
C -10.991581 -1.174166 1.330963 0.1 -0.1 0.1
N -8.063384 1.043429 0.697903 0.1 -0.2 -0.1
H -10.623132 1.633921 0.907725 0.0 0.0 0.0
H -10.032021 2.663596 -0.367628 0.0 0.0 0.1
H -11.110321 1.324649 -0.765904 0.0 0.0 0.0
H -8.623376 1.001769 -1.301170 0.0 -0.1 0.0
H -8.507222 -1.282942 -0.772162 0.0 0.0 0.1
H -10.207393 -0.953894 -1.101825 0.0 0.1 0.0
H -11.715627 -1.160436 0.511026 0.0 0.0 0.0
H -11.081302 -0.253631 1.912513 -0.1 0.0 -0.1
H -11.224837 -2.011897 1.988523 0.0 0.0 0.0
H -7.211810 0.527743 0.489256 0.1 0.2 -0.1
H -8.395812 0.641409 1.570790 -0.1 0.1 0.0
C 13.472226 1.977466 -4.859490 0.1 0.0 0.0
C 13.074665 1.200450 -3.608359 -0.2 0.1 -0.2
C 12.972580 -0.316633 -3.820899 0.1 0.0 0.2
O 11.811109 -0.743250 -4.507504 0.0 0.0 -0.1
C 11.863047 -0.631474 -5.918390 -0.2 0.0 0.1
N 11.834555 1.768910 -3.070003 0.0 -0.2 0.1
H 12.638080 2.091955 -5.551016 0.0 -0.1 0.0
H 13.801725 2.979730 -4.587525 0.0 0.0 0.0
H 14.291201 1.485407 -5.387840 0.0 0.0 0.0
H 13.860973 1.357333 -2.864217 0.0 -0.1 0.0
H 12.915536 -0.791466 -2.837773 -0.1 0.0 0.0
H 13.870874 -0.709472 -4.315129 0.0 0.1 -0.1
H 12.869793 -0.823454 -6.299327 0.0 0.0 0.0
H 11.524195 0.351110 -6.254346 0.1 0.0 -0.1
H 11.184451 -1.377450 -6.331524 0.0 0.0 0.0
H 11.627863 1.336448 -2.173769 0.0 0.1 0.0
H 11.072133 1.473213 -3.674456 0.0 0.1 0.0
C -8.122586 4.628054 2.367143 0.2 -0.1 -0.1
C -9.113855 5.268715 1.401285 0.0 -0.1 0.3
C -9.292738 6.781506 1.593176 0.0 0.0 -0.2
O -10.077048 7.153452 2.710376 0.1 0.0 0.0
C -9.398838 7.163379 3.951744 -0.2 0.0 0.0
N -10.383069 4.541624 1.483708 -0.2 0.3 0.0
H -8.553090 4.489367 3.359185 0.0 0.1 0.0
H -7.834115 3.642545 1.999600 -0.1 0.0 0.0
H -7.218535 5.233280 2.466574 0.0 0.0 0.0
H -8.717207 5.127644 0.390657 0.0 0.1 0.0
H -9.828849 7.172450 0.724058 0.0 0.0 0.0
H -8.320434 7.291430 1.627465 0.0 -0.1 0.0
H -8.358001 7.479844 3.837836 0.0 0.0 0.0
H -9.431890 6.183897 4.434286 0.1 0.0 0.0
H -9.911065 7.874697 4.599613 0.0 0.0 0.0
H -11.012021 4.880168 0.759958 0.0 -0.1 0.0
H -10.841888 4.808225 2.351302 0.1 0.0 0.0
C -1.314576 -2.749696 4.447760 -0.1 0.0 -0.1
C 0.115509 -2.342902 4.103753 -0.1 0.0 0.2
C 1.157222 -3.435944 4.371707 0.1 0.0 -0.2
O 1.491636 -3.620190 5.736885 -0.1 -0.1 0.0
C 0.590567 -4.418090 6.478544 0.1 0.1 0.1
N 0.433551 -1.091554 4.802052 0.2 -0.1 0.0
H -1.503848 -2.717964 5.520741 0.0 0.0 0.0
H -2.020670 -2.064099 3.978389 0.0 0.0 0.0
H -1.535261 -3.757468 4.089769 0.0 0.0 0.0
H 0.147502 -2.143410 3.030858 0.1 0.0 0.0
H 2.088280 -3.140178 3.883094 0.0 0.0 0.0
H 0.851466 -4.390270 3.923909 -0.1 0.0 0.0
H 0.168096 -5.220674 5.866832 0.0 0.0 0.0
H -0.218273 -3.819615 6.905114 -0.1 -0.1 0.0
H 1.147679 -4.864215 7.302513 0.0 0.0 0.0
H 1.339881 -0.757663 4.486602 -0.1 0.1 -0.1
H 0.579177 -1.313961 5.783485 -0.1 0.0 0.0